This record from the OMol25 dataset describes a molecular structure, C30H42BrClN2NiP2 at a distorted geometry. The level of theory is ωB97M-V/def2-TZVPD.

ORCA input file:
```
! RIJCOSX wB97M-V def2-TZVPD def2/J DEFGRID3
* xyz 2 3
C -0.523 -2.022 -7.376
C -0.114 -0.962 -6.543
C 0.270 0.252 -7.150
C 0.230 0.349 -8.550
N -0.159 -0.673 -9.305
C -0.530 -1.827 -8.766
C -0.124 -1.112 -5.100
C -0.167 -1.158 -3.880
C -0.420 -1.179 -2.489
C -1.475 -1.973 -1.983
C -1.900 -1.812 -0.680
C -1.275 -0.787 0.110
C 0.011 -0.285 -0.321
C 0.375 -0.366 -1.673
Ni 0.184 -1.154 1.329
P -1.895 0.064 1.639
H 0.585 1.111 -6.556
H -0.843 -2.978 -6.962
H 0.519 1.276 -9.050
H -0.845 -2.633 -9.434
H 1.219 0.191 -2.087
H -2.000 -2.646 -2.666
H 0.624 0.282 0.425
H -2.650 -2.468 -0.236
C -1.672 0.459 3.448
C -2.498 1.574 4.121
H -0.611 0.679 3.627
H -1.844 -0.507 3.950
H -2.343 1.525 5.213
H -2.199 2.590 3.816
H -3.575 1.483 3.947
C -2.104 1.702 0.856
C -3.092 1.726 -0.295
H -1.123 1.975 0.444
H -2.351 2.434 1.636
H -3.009 2.679 -0.835
H -2.883 0.925 -1.018
H -4.125 1.617 0.055
C -3.566 -0.695 1.519
C -4.680 -0.129 2.382
H -3.415 -1.755 1.778
H -3.871 -0.623 0.462
H -5.602 -0.692 2.171
H -4.448 -0.250 3.446
H -4.871 0.930 2.162
Br -1.188 -2.756 2.571
P 2.463 2.287 1.638
C 0.763 2.723 2.171
C 0.612 4.089 2.846
H 0.352 1.943 2.835
H 0.141 2.736 1.263
H -0.436 4.423 2.794
H 0.892 4.054 3.906
H 1.237 4.830 2.339
C 2.840 0.656 2.400
C 4.221 0.680 3.071
H 2.812 -0.152 1.646
H 2.068 0.426 3.154
H 4.315 -0.113 3.826
H 5.022 0.532 2.336
H 4.380 1.646 3.566
C 2.279 2.033 -0.197
C 2.879 3.179 -1.023
H 1.219 1.903 -0.479
H 2.799 1.088 -0.441
H 3.118 2.826 -2.030
H 2.173 4.009 -1.127
H 3.798 3.562 -0.570
Cl 1.677 -5.694 -0.490
C 2.054 -4.543 0.713
C 2.895 -4.837 1.790
C 3.121 -3.826 2.728
C 2.441 -2.610 2.626
N 1.704 -2.313 1.527
C 1.532 -3.264 0.553
H 3.347 -5.824 1.837
H 3.818 -3.994 3.545
H 2.537 -1.836 3.393
H 0.897 -3.000 -0.298
*
```

The LUMO energy (alpha / beta) comes out at -6.08 / -9.68 eV. The strongest force on any atom comes out at 3.70 eV Å⁻¹. Its frontier orbital gap (alpha / beta) is 7.07 / 3.53 eV. As for the relative energy (zero: lowest compared OMol25 entry of this formula, charge and spin): 9.75 kJ/mol. The calculation puts the HOMO energy (alpha / beta) at -13.15 / -13.21 eV. Its expectation value of S² is 2.02.

Now the Löwdin charges, all in e: C -0.006; C -0.222; C -0.010; C -0.120; N 0.066; C -0.116; C 0.090; C 0.039; C -0.212; C 0.020; C -0.042; C -0.425; C -0.227; C 0.011; Ni 0.072; P 0.929; H 0.112; H 0.117; H 0.115; H 0.118; H 0.126; H 0.144; H 0.071; H 0.119; C -0.341; C -0.101; H 0.048; H 0.043; H 0.103; H 0.067; H 0.059; C -0.319; C -0.100; H 0.052; H 0.091; H 0.096; H 0.081; H 0.080; C -0.364; C -0.114; H 0.026; H 0.088; H 0.099; H 0.074; H 0.078; Br 0.353; P 1.262; C -0.379; C -0.114; H 0.052; H 0.053; H 0.086; H 0.090; H 0.077; C -0.396; C -0.130; H 0.064; H 0.083; H 0.085; H 0.091; H 0.073; C -0.370; C -0.122; H 0.064; H 0.099; H 0.088; H 0.087; H 0.075; Cl 0.763; C -0.644; C -0.027; C -0.011; C -0.117; N -0.082; C -0.145; H 0.129; H 0.124; H 0.108; H 0.111

***

This record from the OMol25 dataset describes a molecular structure, C30H42BrClN2P2Re at a distorted geometry. The level of theory is ωB97M-V/def2-TZVPD.

ORCA input file:
```
! RIJCOSX wB97M-V def2-TZVPD def2/J DEFGRID3
* xyz 4 4
C 2.703 4.617 -1.558
C 1.887 3.881 -2.456
C 2.068 3.999 -3.840
C 2.985 4.950 -4.283
N 3.708 5.671 -3.441
C 3.589 5.524 -2.132
C 0.725 3.153 -2.015
C -0.253 2.831 -1.356
C -1.241 2.339 -0.391
C -1.248 1.078 0.298
C -2.239 0.939 1.442
C -3.089 1.990 1.633
C -3.384 2.916 0.714
C -2.372 3.146 -0.198
Re -1.486 -0.798 0.786
P 1.038 -0.633 -0.149
H 1.464 3.426 -4.547
H 2.623 4.522 -0.480
H 3.107 5.108 -5.350
H 4.210 6.147 -1.501
H -2.386 4.093 -0.750
H -1.115 -2.388 0.208
H -4.267 3.520 0.696
H -2.213 0.049 2.186
C 1.925 -2.293 -0.007
C 3.120 -2.590 -0.915
H 1.134 -3.044 -0.178
H 2.215 -2.385 1.055
H 3.424 -3.633 -0.730
H 2.872 -2.498 -1.984
H 3.986 -1.950 -0.696
C 1.382 -0.156 -1.935
C 2.702 0.493 -2.360
H 0.561 0.540 -2.154
H 1.232 -1.044 -2.558
H 2.676 0.656 -3.447
H 2.832 1.477 -1.901
H 3.587 -0.122 -2.158
C 2.141 0.595 0.695
C 3.629 0.254 0.815
H 1.697 0.723 1.693
H 1.972 1.538 0.154
H 4.116 1.005 1.453
H 3.792 -0.730 1.276
H 4.154 0.270 -0.150
Br -3.778 -1.358 0.706
P -1.915 -1.851 -1.548
C -0.678 -2.580 -2.661
C -1.054 -3.862 -3.380
H 0.200 -2.755 -2.028
H -0.433 -1.798 -3.388
H -0.201 -4.172 -3.996
H -1.266 -4.678 -2.686
H -1.918 -3.737 -4.042
C -3.030 -3.261 -1.018
C -4.461 -3.206 -1.537
H -3.136 -3.177 0.102
H -2.481 -4.187 -1.196
H -5.082 -3.845 -0.885
H -4.906 -2.199 -1.505
H -4.520 -3.572 -2.571
C -2.783 -0.658 -2.641
C -3.178 -1.184 -4.022
H -2.102 0.202 -2.747
H -3.659 -0.286 -2.092
H -3.779 -0.429 -4.546
H -2.310 -1.393 -4.657
H -3.779 -2.099 -3.970
Cl -0.820 0.554 6.408
C -0.517 -0.547 5.118
C -0.267 -1.902 5.381
C -0.007 -2.770 4.312
C -0.014 -2.246 3.019
N -0.458 -1.007 2.745
C -0.542 -0.105 3.798
H -0.327 -2.262 6.390
H 0.186 -3.833 4.457
H 0.286 -2.835 2.144
H -0.714 0.936 3.549
*
```

The LUMO energy (alpha / beta) comes out at -13.51 / -14.38 eV. The strongest force on any atom comes out at 5.56 eV Å⁻¹. Its frontier orbital gap (alpha / beta) is 5.94 / 5.32 eV. As for the relative energy (zero: lowest compared OMol25 entry of this formula, charge and spin): 45.29 kJ/mol. The calculation puts the HOMO energy (alpha / beta) at -19.46 / -19.70 eV. Its expectation value of S² is 3.78.

Now the Löwdin charges, all in e: C 0.070; C -0.193; C 0.052; C 0.016; N 0.328; C 0.005; C 0.056; C 0.079; C -0.174; C -0.208; C -0.396; C 0.147; C 0.016; C 0.029; Re 0.957; P 0.996; H 0.155; H 0.146; H 0.170; H 0.168; H 0.160; H -0.020; H 0.150; H 0.047; C -0.377; C -0.100; H 0.058; H 0.082; H 0.109; H 0.082; H 0.074; C -0.356; C -0.102; H 0.046; H 0.050; H 0.103; H 0.051; H 0.077; C -0.357; C -0.101; H 0.072; H 0.066; H 0.103; H 0.083; H 0.067; Br 0.726; P 0.883; C -0.380; C -0.086; H 0.049; H 0.086; H 0.109; H 0.081; H 0.088; C -0.507; C -0.163; H -0.055; H 0.086; H 0.111; H 0.044; H 0.088; C -0.366; C -0.094; H 0.082; H 0.074; H 0.108; H 0.085; H 0.074; Cl 0.814; C -0.604; C 0.011; C 0.031; C -0.124; N -0.124; C -0.109; H 0.137; H 0.145; H 0.094; H 0.120

***

Question: Among the records above, which one has the highest expectation value of S²?
Answer: C30H42BrClN2P2Re

***

Question: Look up the expectation value of S² of the second one.
Answer: 3.78

***

Question: strongest force on any atom of number 1 (C30H42BrClN2NiP2)?
Answer: 3.70 eV Å⁻¹

***

Question: strongest force on any atom of number 2 (C30H42BrClN2P2Re)?
Answer: 5.56 eV Å⁻¹